This record from OMol25 describes a cluster of 12 separate species, H24O12 in total. The level of theory is ωB97M-V/def2-TZVPD.

XYZ file:
```
36
Properties=species:S:1:pos:R:3:forces:R:3:lowdin_charge:R:1
O 11.386 -17.131 -16.450 0.0 0.1 0.4 -0.041
H 11.020 -16.559 -17.125 0.1 0.4 -0.1 -0.003
H 11.272 -18.016 -16.797 0.0 -0.4 -0.1 -0.004
O 4.026 -17.698 -17.038 -0.4 0.8 0.0 -0.018
H 4.473 -17.645 -16.193 0.0 -0.1 0.2 -0.010
H 4.515 -18.359 -17.527 0.4 -0.5 -0.1 -0.008
O 4.763 -17.588 -13.822 -0.3 0.0 0.4 0.103
H 4.923 -16.644 -13.832 -0.1 0.4 0.0 0.039
H 5.571 -17.972 -14.163 0.6 -0.8 -0.1 0.009
O 6.654 -15.544 -17.681 -0.1 0.0 0.1 -0.021
H 7.432 -15.351 -18.204 0.5 0.0 0.2 0.034
H 5.967 -15.709 -18.326 -0.5 -0.2 0.0 0.077
O 8.673 -20.550 -15.658 0.2 -0.9 0.6 -0.051
H 8.555 -21.006 -16.491 0.0 -0.3 0.0 0.040
H 8.727 -19.624 -15.897 -0.1 0.5 -0.2 -0.025
O 5.714 -19.777 -17.735 0.0 -0.1 -0.2 -0.032
H 6.525 -20.055 -17.309 0.3 0.2 0.2 0.018
H 5.186 -20.573 -17.789 -0.3 -0.3 -0.1 0.067
O 10.348 -19.124 -18.309 -0.2 0.4 0.1 -0.030
H 10.362 -20.080 -18.275 0.0 -0.3 0.1 0.064
H 11.022 -18.896 -18.949 0.3 0.0 -0.3 0.070
O 7.058 -19.429 -13.419 -0.1 1.0 0.2 -0.027
H 6.748 -20.149 -12.869 -0.2 -0.2 0.3 0.074
H 7.756 -19.814 -13.948 0.4 -0.5 -0.6 0.017
O 7.900 -18.256 -16.455 0.0 0.2 0.1 -0.019
H 8.464 -17.627 -16.904 0.1 0.4 -0.2 0.029
H 7.219 -17.720 -16.048 -0.3 0.1 -0.1 0.033
O 6.437 -15.524 -15.028 0.1 -0.6 1.5 -0.019
H 6.585 -15.519 -15.974 0.2 0.1 -1.5 0.001
H 5.578 -15.117 -14.917 -0.2 0.5 0.0 0.082
O 7.763 -16.462 -12.893 0.4 0.8 1.3 0.372
H 7.752 -17.383 -12.633 0.1 -1.8 0.6 0.099
H 7.312 -16.446 -13.737 -0.9 0.8 -2.1 0.036
O 9.367 -16.151 -18.375 -0.1 0.3 0.3 -0.028
H 9.604 -17.078 -18.357 0.1 -0.6 -0.3 0.001
H 9.117 -15.985 -19.284 0.2 0.0 -0.5 0.073
```
Forces are in eV/Å.

DFT total energy: -916.883136 Eh
M: 216.180 g/mol
energy above the lowest of the compared OMol25 structures with the same formula, charge and spin: 125.5 kJ/mol
HOMO-LUMO gap (spin up / spin down): 10.8865 / 3.1951 eV
lowest unoccupied orbital energy (spin up / spin down): -3.09 / -10.67 eV
2S+1: 2
net charge: +1
HOMO energy (spin up / spin down): -0.5137 / -0.5095 Ha

This record from OMol25 describes a structure of composition C20H26N4O3Zr. The level of theory is ωB97M-V/def2-TZVPD.

XYZ file:
```
54
Properties=species:S:1:pos:R:3:forces:R:3:lowdin_charge:R:1
N 0.229 2.215 -0.506 0.0 1.9 0.2 0.024
C 0.249 3.378 -0.442 -0.1 -1.8 0.4 -0.083
C 0.244 4.787 -0.261 0.1 0.6 -0.2 0.044
H -0.793 5.152 -0.291 0.1 0.0 0.0 0.141
H 0.818 5.251 -1.072 0.0 0.1 0.1 0.139
H 0.699 5.037 0.707 0.0 0.0 -0.1 0.139
N 1.639 -1.054 -0.709 1.5 -1.0 -0.3 -0.005
C 2.605 -1.690 -0.843 -1.3 0.9 0.5 -0.095
C 3.789 -2.467 -0.939 0.5 -0.3 -0.2 0.049
H 4.450 -2.016 -1.691 0.0 -0.1 0.1 0.141
H 3.524 -3.486 -1.250 0.1 0.1 0.0 0.143
H 4.296 -2.492 0.034 0.0 0.0 -0.1 0.141
N -1.934 -1.087 -0.501 -1.8 -0.8 0.2 0.021
C -2.987 -1.582 -0.438 1.6 0.9 0.4 -0.086
C -4.277 -2.153 -0.263 -0.5 -0.3 -0.2 0.043
H -4.230 -2.939 0.503 0.0 0.1 -0.1 0.140
H -4.607 -2.584 -1.215 -0.1 0.0 0.1 0.137
H -4.981 -1.369 0.048 0.1 -0.1 -0.1 0.139
Zr -0.144 0.103 -0.374 -0.7 0.4 1.2 1.787
C 0.026 -1.997 1.414 0.0 -2.8 1.8 0.012
O 0.046 -2.922 2.087 -0.1 2.9 -2.1 0.204
C 1.764 0.738 1.477 2.6 1.0 1.8 0.013
O 2.609 1.076 2.169 -2.7 -1.1 -2.2 0.205
C 0.482 1.351 -3.241 0.6 0.0 0.0 -0.091
C -0.908 1.423 -3.107 -0.5 0.0 0.2 -0.088
C -1.669 0.247 -3.107 -0.2 0.5 0.2 -0.089
C -1.036 -0.991 -3.240 0.2 -0.6 0.0 -0.090
C 0.352 -1.061 -3.356 -0.2 -0.4 0.0 -0.079
C 1.112 0.112 -3.358 0.3 0.3 0.0 -0.080
H 1.075 2.266 -3.320 -0.2 -0.3 0.1 0.139
H -1.407 2.393 -3.076 0.1 -0.3 0.0 0.138
H -2.759 0.307 -3.076 0.3 0.0 0.0 0.138
H -1.629 -1.906 -3.319 0.2 0.3 0.1 0.139
H 0.836 -2.028 -3.515 -0.2 0.3 0.1 0.140
H 2.192 0.066 -3.521 -0.3 0.0 0.1 0.140
O -1.140 0.749 1.494 0.8 -0.5 -2.4 -0.244
C -1.355 0.834 2.764 -1.5 0.7 0.8 -0.366
C -0.450 0.161 3.753 -0.5 0.0 -0.4 -0.108
C 0.215 1.178 4.679 0.4 0.2 0.7 -0.169
C -0.677 1.559 5.868 0.3 0.2 0.0 -0.176
C -1.905 2.366 5.471 -0.1 0.1 0.1 -0.166
C -2.884 1.615 4.575 -0.1 0.1 0.4 -0.114
N -2.422 1.529 3.164 1.0 -1.4 -0.8 0.149
H -1.070 -0.556 4.319 0.2 0.2 0.0 0.158
H 0.290 -0.421 3.200 -0.1 0.1 0.1 0.057
H 1.153 0.750 5.058 -0.3 0.0 -0.1 0.135
H 0.496 2.080 4.114 -0.1 -0.1 0.1 0.123
H -0.985 0.650 6.407 0.1 0.2 -0.1 0.136
H -0.078 2.163 6.562 -0.2 -0.2 -0.1 0.137
H -2.453 2.634 6.380 0.0 0.0 -0.1 0.139
H -1.609 3.306 4.990 -0.1 -0.1 0.1 0.130
H -3.051 0.597 4.966 0.0 0.3 -0.3 0.144
H -3.849 2.134 4.554 0.2 -0.2 -0.1 0.144
H -3.075 1.797 2.421 0.4 0.2 0.4 0.177
```
Forces are in eV/Å.

DFT total energy: -1268.061999 Eh
M: 461.677 g/mol
HOMO-LUMO gap: 6.8800 eV
lowest unoccupied orbital energy: -14.36 eV
net charge: +4
HOMO energy: -0.7804 Ha

This record from OMol25 describes a cluster of 5 separate species, C18H37N5O11S in total. The level of theory is ωB97M-V/def2-TZVPD.

XYZ file:
```
72
Properties=species:S:1:pos:R:3:forces:R:3:lowdin_charge:R:1
C 2.964 -3.565 -1.147 1.0 -1.0 -0.1 -0.118
C 3.495 -2.768 -2.438 0.4 -1.0 -0.4 -0.230
C 2.548 -1.607 -3.017 1.0 -0.3 0.6 -0.088
C 1.302 -1.157 -2.111 0.1 3.4 -3.3 -0.370
O 0.893 0.093 -2.793 0.6 -0.5 0.3 -0.048
O 1.556 -0.618 -0.756 -3.1 -2.6 -1.1 -0.131
S 0.019 -0.780 -0.010 1.3 1.3 8.1 0.870
O 0.282 -1.754 1.132 -1.2 1.5 -4.8 -0.291
O -0.365 0.514 0.686 0.5 -3.2 -4.2 -0.288
O -0.981 -1.304 -1.269 2.9 0.3 1.7 -0.117
C -0.109 -1.983 -2.221 -1.0 -0.8 -0.2 -0.443
O -0.119 -3.386 -1.896 1.5 1.7 -1.0 0.015
N -0.823 -1.820 -3.550 -4.7 -2.8 1.5 0.183
C -1.965 -2.549 -3.429 1.1 -4.3 0.8 -0.085
O -2.775 -3.505 -3.282 4.8 7.2 -1.4 0.138
H 2.590 -2.919 -0.278 0.3 -0.9 -1.5 0.076
H 2.213 -4.397 -1.463 1.1 1.7 0.8 0.081
H 3.880 -4.154 -0.727 -1.6 1.0 -0.7 0.091
H 4.581 -2.393 -2.247 -2.1 -0.4 -0.2 0.116
H 3.610 -3.561 -3.288 -0.1 1.4 1.5 0.115
H 2.174 -1.875 -4.084 0.2 0.5 2.1 0.147
H 3.219 -0.665 -3.162 -1.4 -1.5 0.4 0.138
H 1.642 0.747 -2.726 -1.0 -1.1 0.1 0.131
H 0.396 -3.811 -2.642 -0.7 0.4 1.2 0.147
C -4.306 -6.295 0.769 -0.1 -0.5 0.0 -0.082
N -3.101 -7.064 0.547 0.4 0.2 0.0 -0.002
C -1.823 -6.609 0.420 0.3 -0.6 -0.1 -0.549
C -1.588 -5.126 0.516 0.1 0.1 0.0 -0.011
O -0.909 -7.403 0.234 -0.2 0.3 0.0 0.022
H -4.764 -6.638 1.700 -0.2 0.2 0.0 0.082
H -4.992 -6.488 -0.059 -0.2 0.2 0.1 0.082
H -4.109 -5.226 0.835 0.1 -0.2 0.0 0.075
H -3.179 -8.069 0.472 0.0 0.2 0.0 0.140
H -0.524 -4.917 0.395 -0.2 -0.1 0.0 0.077
H -2.134 -4.609 -0.277 0.0 0.1 0.2 0.076
H -1.904 -4.759 1.495 -0.1 0.1 -0.1 0.091
C 0.260 2.504 3.068 0.1 -0.3 -0.3 -0.076
N 0.604 3.421 2.004 -0.1 0.6 0.1 0.009
C 0.406 4.767 1.957 0.3 -0.1 -0.6 -0.553
C -0.249 5.426 3.139 0.0 0.2 0.1 -0.009
O 0.761 5.402 0.969 -0.1 0.0 0.2 0.009
H 1.177 2.012 3.403 -0.2 -0.1 0.2 0.085
H -0.421 1.753 2.663 0.0 -0.1 0.3 0.059
H -0.212 3.005 3.912 0.2 0.1 -0.1 0.078
H 1.048 3.051 1.175 -0.1 0.0 0.1 0.132
H -0.338 6.498 2.956 0.1 -0.2 -0.1 0.083
H -1.250 5.017 3.289 0.1 0.0 0.2 0.088
H 0.359 5.279 4.035 -0.2 -0.1 0.1 0.061
C 3.778 6.902 7.280 -0.4 0.3 0.0 -0.080
N 2.505 6.297 6.957 0.0 -0.5 -0.1 0.002
C 2.244 4.994 6.659 -0.6 0.2 -0.1 -0.549
C 3.395 4.026 6.651 0.1 -0.2 0.0 -0.011
O 1.097 4.645 6.407 0.3 0.0 0.0 0.015
H 3.702 7.349 8.274 0.3 0.0 0.0 0.083
H 3.977 7.689 6.549 0.3 0.0 0.1 0.084
H 4.594 6.182 7.268 -0.2 0.0 0.0 0.075
H 1.683 6.885 6.942 0.1 -0.1 0.0 0.142
H 3.031 3.029 6.396 -0.1 0.2 0.0 0.084
H 4.133 4.326 5.903 0.1 0.0 0.2 0.086
H 3.855 3.983 7.641 0.1 0.0 -0.1 0.085
C -3.538 1.449 -5.060 0.2 -0.2 0.4 -0.075
N -2.769 0.281 -5.430 -0.1 -0.2 -0.6 0.006
C -2.522 -0.200 -6.680 0.4 -0.5 0.3 -0.551
C -3.101 0.546 -7.852 0.0 0.0 -0.2 -0.014
O -1.845 -1.211 -6.821 -0.2 0.2 -0.1 0.017
H -2.885 2.125 -4.504 -0.2 0.2 0.0 0.086
H -4.356 1.128 -4.411 -0.1 0.3 0.0 0.083
H -3.945 1.968 -5.926 0.1 -0.1 0.1 0.075
H -2.347 -0.276 -4.699 0.1 0.3 -0.1 0.095
H -2.819 0.043 -8.778 0.0 0.0 0.2 0.085
H -4.192 0.560 -7.785 0.1 0.2 0.0 0.085
H -2.710 1.565 -7.878 -0.2 0.0 0.0 0.085
```
Forces are in eV/Å.

DFT total energy: -2207.532238 Eh
M: 531.585 g/mol
structure (SMILES): CCC[C@]1(O)OS(=O)(=O)O[C@@]1(O)N=C=O.CNC(C)=O.CNC(C)=O.CNC(C)=O.CNC(C)=O
HOMO-LUMO gap: 8.1545 eV
lowest unoccupied orbital energy: -0.67 eV
HOMO energy: -0.3245 Ha

This record from OMol25 describes a cluster of 11 separate species, C43H68O22 in total. The level of theory is ωB97M-V/def2-TZVPD.

XYZ file:
```
133
Properties=species:S:1:pos:R:3:forces:R:3:lowdin_charge:R:1
C 3.090 -7.474 24.210 -0.8 -0.2 0.1 -0.023
O 4.374 -7.080 23.742 0.0 0.4 0.2 0.027
C 4.752 -7.539 22.565 0.3 -0.5 0.3 -0.628
O 4.250 -8.434 21.934 -0.5 0.0 -0.2 0.112
O 5.858 -6.897 22.222 0.2 0.6 -0.2 0.019
C 6.529 -7.352 21.062 0.9 -0.4 -0.4 -0.046
H 2.313 -7.000 23.613 0.0 -0.1 -0.1 0.067
H 2.969 -7.105 25.225 0.3 0.0 0.0 0.103
H 2.958 -8.556 24.204 0.2 0.0 -0.1 0.096
H 7.194 -8.177 21.327 -0.1 -0.1 0.0 0.102
H 7.166 -6.545 20.707 -0.2 0.2 0.1 0.098
H 5.885 -7.687 20.253 -0.3 0.1 0.2 0.077
O -2.195 -11.075 31.077 -0.3 -0.3 -0.5 0.104
C -1.991 -11.153 29.892 0.1 -0.1 0.7 -0.499
C -2.721 -11.983 28.836 0.7 0.7 -0.1 -0.059
C -1.821 -11.840 27.596 0.0 -0.3 0.3 -0.150
C -0.910 -10.648 27.889 -0.8 0.1 0.9 -0.107
O -0.993 -10.475 29.332 0.6 0.2 -0.3 0.031
H -2.748 -13.017 29.162 -0.5 0.0 0.2 0.123
H -3.702 -11.524 28.706 -0.2 -0.3 0.1 0.109
H -1.205 -12.738 27.552 -0.1 0.0 -0.4 0.115
H -2.370 -11.708 26.667 0.1 -0.2 -0.1 0.085
H 0.130 -10.848 27.660 0.0 0.3 -0.3 0.122
H -1.301 -9.711 27.495 0.4 0.0 -0.4 0.099
O 0.918 -5.160 22.992 0.0 0.5 0.1 0.099
C 0.203 -4.194 22.934 -0.4 -0.9 0.1 -0.453
C -1.110 -3.957 23.661 0.1 0.0 0.3 -0.070
C -1.313 -2.465 23.464 -0.1 0.3 -0.4 -0.146
C -0.622 -2.242 22.115 -0.1 1.3 0.7 -0.161
O 0.472 -3.151 22.132 0.2 -0.1 -0.7 0.038
H -1.905 -4.570 23.227 0.1 0.0 -0.2 0.126
H -1.017 -4.261 24.700 0.1 -0.1 0.0 0.111
H -2.340 -2.105 23.434 0.0 -0.2 0.1 0.117
H -0.764 -1.911 24.228 -0.1 0.0 0.0 0.120
H -1.300 -2.338 21.263 0.2 -0.7 -0.1 0.128
H -0.212 -1.232 22.042 0.1 -0.1 0.0 0.124
O -6.664 -5.270 24.296 0.1 -0.3 -0.1 0.102
C -7.061 -6.262 23.742 0.4 0.6 0.2 -0.482
C -6.290 -7.240 22.891 -0.3 -0.7 0.6 -0.074
C -7.355 -8.279 22.492 0.8 -0.2 -1.7 -0.143
C -8.676 -7.760 23.046 0.0 -0.6 0.2 -0.149
O -8.351 -6.619 23.834 -0.6 0.2 0.0 0.032
H -5.748 -6.712 22.111 -0.3 -0.1 -0.2 0.127
H -5.503 -7.716 23.477 0.0 0.3 0.2 0.095
H -7.397 -8.362 21.401 -0.2 0.3 0.0 0.112
H -7.073 -9.305 22.728 -0.2 0.1 0.8 0.095
H -9.374 -7.507 22.248 0.1 0.4 0.1 0.123
H -9.195 -8.463 23.699 0.1 0.0 0.0 0.122
O -1.785 -7.494 26.604 0.2 0.0 -0.1 0.112
C -2.526 -6.557 26.708 -1.2 -0.3 0.6 -0.470
C -4.014 -6.576 27.066 0.5 -0.2 0.0 -0.057
C -4.345 -5.124 27.417 0.2 -0.5 -0.8 -0.123
C -3.196 -4.358 26.744 -1.2 0.3 -0.1 -0.146
O -2.151 -5.294 26.521 1.1 0.5 -0.1 0.026
H -4.522 -6.930 26.166 -0.1 0.1 0.0 0.121
H -4.206 -7.293 27.862 0.1 0.0 0.0 0.124
H -5.278 -4.873 26.919 -0.2 0.3 0.5 0.109
H -4.344 -4.956 28.490 -0.3 0.0 0.0 0.116
H -3.544 -3.957 25.790 0.2 -0.1 -0.2 0.125
H -2.875 -3.511 27.346 0.5 -0.2 0.0 0.126
O 2.215 -13.995 19.138 0.1 0.0 0.0 0.119
C 1.992 -12.913 19.596 -0.6 -0.2 0.1 -0.488
C 2.935 -11.781 19.884 0.8 -0.2 -0.2 -0.083
C 2.193 -10.988 20.910 -0.7 1.0 0.6 -0.153
C 0.734 -11.185 20.482 0.3 0.1 0.2 -0.140
O 0.732 -12.525 19.947 0.0 -0.3 0.0 0.019
H 3.910 -12.127 20.220 0.0 -0.2 -0.1 0.131
H 3.079 -11.251 18.936 0.0 0.2 0.1 0.134
H 2.306 -11.398 21.918 0.1 -0.2 -0.1 0.117
H 2.495 -9.945 21.014 -0.1 0.0 -0.2 0.090
H 0.040 -11.116 21.317 -0.1 -0.3 -0.1 0.097
H 0.379 -10.498 19.711 0.2 0.0 0.0 0.122
O 1.044 -11.750 25.178 0.1 0.4 0.0 0.116
C 0.489 -12.681 24.672 -0.1 -0.3 0.4 -0.479
C 1.072 -13.849 23.922 -0.5 -0.4 -0.1 -0.050
C -0.043 -14.900 24.059 0.1 -0.7 -0.7 -0.131
C -1.309 -14.075 24.209 -0.2 0.1 0.6 -0.141
O -0.853 -12.837 24.775 0.2 0.6 -0.1 -0.020
H 1.208 -13.529 22.886 -0.1 -0.1 -0.1 0.121
H 2.035 -14.189 24.290 0.0 0.2 0.2 0.128
H -0.086 -15.572 23.201 -0.1 0.1 0.0 0.120
H 0.079 -15.558 24.920 0.2 0.3 0.2 0.117
H -1.877 -13.884 23.298 0.2 0.0 -0.1 0.123
H -2.000 -14.451 24.967 0.0 -0.3 -0.3 0.123
O -4.469 -13.760 23.787 -0.1 0.0 0.1 0.113
C -4.725 -12.906 24.589 0.7 -0.3 0.0 -0.483
C -5.251 -13.076 25.996 -1.0 0.6 -0.8 -0.055
C -5.798 -11.665 26.297 0.9 -0.4 1.0 -0.121
C -5.006 -10.751 25.348 -0.1 0.4 0.3 -0.141
O -4.516 -11.604 24.312 -0.3 0.2 -0.3 0.014
H -6.054 -13.806 25.932 0.2 -0.2 0.3 0.127
H -4.478 -13.410 26.683 0.1 0.0 -0.1 0.117
H -6.878 -11.639 26.184 0.0 0.2 -0.2 0.115
H -5.554 -11.437 27.336 -0.3 0.3 0.0 0.097
H -5.588 -9.925 24.934 -0.2 -0.4 -0.3 0.117
H -4.158 -10.232 25.805 0.1 -0.4 0.2 0.111
O -3.175 -6.856 23.128 -0.1 0.1 0.6 0.091
C -2.427 -7.722 23.521 0.0 0.5 -1.4 -0.485
C -0.923 -7.634 23.596 -0.1 -0.9 0.6 -0.062
C -0.483 -9.111 23.630 -0.2 0.3 -0.1 -0.098
C -1.772 -9.792 24.110 0.7 -1.1 0.5 -0.148
O -2.871 -8.971 23.709 0.1 0.0 0.4 0.027
H -0.578 -7.055 22.748 0.2 0.1 0.1 0.102
H -0.638 -7.229 24.566 -0.1 0.6 -0.2 0.114
H -0.122 -9.433 22.653 -0.4 -0.2 -0.1 0.097
H 0.329 -9.279 24.334 -0.1 0.0 0.1 0.102
H -1.924 -10.815 23.772 -0.1 0.3 -0.5 0.106
H -1.766 -9.894 25.200 0.0 0.4 0.0 0.100
O -0.099 -7.548 20.135 -0.4 -0.4 -0.3 0.122
C 1.026 -7.394 19.760 0.4 0.3 0.8 -0.469
C 1.999 -6.385 20.291 1.1 1.0 -0.5 -0.066
C 3.165 -6.448 19.301 0.6 -0.5 1.1 -0.131
C 3.038 -7.848 18.690 -0.6 1.1 0.3 -0.123
O 1.624 -8.165 18.829 0.0 -0.3 -0.5 0.020
H 1.634 -5.362 20.363 -0.6 -0.2 -0.1 0.122
H 2.352 -6.590 21.299 -0.3 -0.5 0.0 0.102
H 3.162 -5.635 18.580 -0.1 -0.1 -0.2 0.117
H 4.093 -6.416 19.873 0.1 0.3 -0.3 0.090
H 3.330 -7.788 17.646 -0.3 -0.6 -0.1 0.124
H 3.594 -8.591 19.257 0.1 -0.1 -0.1 0.104
C -4.224 -9.246 20.469 -0.1 0.3 1.0 -0.143
C -4.743 -10.670 20.771 -0.5 0.4 -1.1 -0.137
C -3.471 -11.502 21.043 -1.7 0.3 -1.3 -0.186
O -2.422 -10.581 21.071 1.7 0.3 1.7 -0.158
C -2.698 -9.382 20.369 -1.7 -0.8 -0.9 -0.176
H -4.471 -8.659 21.356 0.3 0.3 0.0 0.073
H -4.654 -8.701 19.629 -0.1 -0.4 -0.2 0.113
H -5.318 -11.034 19.914 0.2 -0.3 0.0 0.104
H -5.466 -10.664 21.587 0.3 0.0 0.3 0.082
H -3.315 -12.183 20.196 0.0 -0.2 0.2 0.123
H -3.665 -12.085 21.943 0.9 0.2 0.3 0.092
H -2.408 -9.565 19.327 0.1 0.4 -0.1 0.125
H -2.229 -8.471 20.727 0.6 -0.5 0.4 0.097
```
Forces are in eV/Å.

DFT total energy: -3334.671237 Eh
M: 936.995 g/mol
structure (SMILES): COC(=O)OC.O=C1CCCO1.O=C1CCCO1.O=C1CCCO1.O=C1CCCO1.O=C1CCCO1.O=C1CCCO1.O=C1CCCO1.O=C1CCCO1.O=C1CCCO1.C1CCOC1
HOMO-LUMO gap: 9.5367 eV
lowest unoccupied orbital energy: 0.32 eV
HOMO energy: -0.3388 Ha

This record from OMol25 describes a cluster of 2 separate species, C3H5N2 in total. The level of theory is ωB97M-V/def2-TZVPD.

XYZ file:
```
10
Properties=species:S:1:pos:R:3:forces:R:3:lowdin_charge:R:1
C 1.693 1.654 -0.574 0.4 2.7 0.9 0.227
C 0.886 0.768 -0.379 -0.6 -3.2 -0.7 -0.086
C 0.146 -0.372 -0.278 1.1 2.2 0.2 -0.156
N -1.287 0.104 1.032 0.1 0.6 -0.6 0.258
N -0.297 -1.435 -0.844 -0.7 -1.5 0.4 0.163
H 2.148 2.632 -0.330 0.1 -1.2 -0.6 0.097
H -1.282 -0.580 1.753 -0.4 -0.8 1.1 0.060
H -1.195 1.023 1.434 -0.5 0.7 0.1 0.073
H 0.323 -1.963 -1.520 -1.6 0.8 0.7 0.190
H -1.137 -1.831 -0.294 2.1 -0.3 -1.5 0.173
```
Forces are in eV/Å.

DFT total energy: -226.287844 Eh
M: 69.087 g/mol
energy above the lowest of the compared OMol25 structures with the same formula, charge and spin: 290.5 kJ/mol
HOMO-LUMO gap (spin up / spin down): 6.6913 / 8.1327 eV
lowest unoccupied orbital energy (spin up / spin down): -5.59 / -7.65 eV
2S+1: 3
net charge: +1
HOMO energy (spin up / spin down): -0.4512 / -0.5800 Ha